[1]
A molecular structure, C27H33Ge2N3O7STc, computed with ωB97M-V with the def2-TZVPD basis set.

CARTESIAN COORDINATES (ANGSTROEM)
Tc 0.50792 0.63312 0.62698
O -1.82991 4.01453 -3.86012
C -1.32385 3.31246 -2.86402
C -1.08753 3.83153 -1.58196
C -0.56258 2.99278 -0.63498
N -0.26577 1.71712 -0.90486
C -0.48560 1.21008 -2.12536
C -1.01437 1.96464 -3.13320
C -0.12415 -0.23814 -2.26000
O -0.36061 -0.89689 -3.22418
O 0.50732 -0.70474 -1.15608
C -0.24389 3.38106 0.79272
O -0.36297 4.48467 1.21488
O 0.21351 2.33044 1.50547
H -2.02231 4.93142 -3.61700
H -1.30456 4.85930 -1.31794
H -1.19317 1.53866 -4.11111
C -4.74815 -3.23678 1.27476
C -3.35490 -2.83756 1.77637
Ge -2.27495 -2.12784 0.33504
C -3.13463 -0.68355 -0.65298
C -3.75936 -1.18545 -1.95927
C -1.58002 -3.52495 -0.81303
C -0.39218 -3.70417 -1.38982
Ge 1.19230 -2.57902 -1.32292
C 2.14073 -2.73431 0.37816
C 3.57276 -3.26817 0.29084
C 2.18046 -2.46234 -2.99465
C 3.38014 -3.39994 -3.15606
C -0.08784 -4.90687 -2.21273
C 0.96644 -5.74289 -1.84517
C 1.27175 -6.86401 -2.60194
C 0.53568 -7.14784 -3.74346
C -0.50928 -6.31506 -4.11999
C -0.82274 -5.19861 -3.35887
H -5.36082 -3.60284 2.09744
H -4.69827 -4.03256 0.52946
H -5.27515 -2.39166 0.82846
H -2.83497 -3.69284 2.21075
H -3.42397 -2.07154 2.55135
H -2.41462 0.11100 -0.84630
H -3.88958 -0.24876 0.00488
H -3.00297 -1.58666 -2.63606
H -4.28072 -0.37923 -2.47587
H -4.49038 -1.97521 -1.77794
H -2.31126 -4.31846 -0.98392
H 1.51604 -3.36874 1.01004
H 2.13905 -1.74960 0.84428
H 3.62450 -4.22147 -0.23459
H 3.98103 -3.42877 1.28960
H 4.22718 -2.57077 -0.23201
H 2.48838 -1.41973 -3.10972
H 1.43807 -2.65273 -3.76982
H 4.19222 -3.15747 -2.47346
H 3.76987 -3.31258 -4.17002
H 3.10258 -4.44220 -3.00490
H 1.52530 -5.53825 -0.93506
H 2.07688 -7.52004 -2.29823
H 0.77435 -8.01913 -4.33803
H -1.08267 -6.53671 -5.01020
H -1.63161 -4.54190 -3.65560
O -1.06470 -0.02571 1.45033
O -0.72846 -1.40360 1.18579
S 3.02407 1.07267 0.34413
C 2.91838 0.56270 1.94753
N 3.92382 0.56366 2.85354
C 3.74646 0.13788 4.12574
C 2.52032 -0.30913 4.53276
C 1.49124 -0.29235 3.58932
N 1.70767 0.11699 2.35006
H 4.82888 0.91428 2.55707
H 4.61248 0.18075 4.77222
H 2.35607 -0.64750 5.54355
H 0.47956 -0.60766 3.81748

Values from the calculation:
Total charge: +2
Relative energy (zero: lowest compared OMol25 entry of this formula, charge and spin): 0.5 kcal/mol
Orbital gap (spin up / spin down): 6.35 / 5.71 eV
Spin multiplicity: 4

=====

[2]
A molecular structure, C5H8S2 at a distorted geometry, computed with ωB97M-V with the def2-TZVPD basis set.

CARTESIAN COORDINATES (ANGSTROEM)
C 1.73179 0.91271 2.24598
C 0.34807 0.44469 1.67565
C -0.76832 -0.90354 -0.69737
C -1.30827 -0.98343 -2.20194
C -0.87595 -0.49984 -3.37916
H 2.67184 0.50710 2.13514
H 1.62601 0.85129 3.40475
H 2.07551 1.93207 1.88924
H -0.48498 1.34464 1.74141
H -0.08413 -0.41166 2.49568
H -2.39982 -1.46483 -1.98481
H -1.81900 -0.51659 -4.26494
H 0.39478 0.07971 -3.46576
S 0.63465 0.10713 -0.24188
S -1.74218 -1.39944 0.64801

Values from the calculation:
Total charge: 0
Relative energy (zero: lowest compared OMol25 entry of this formula, charge and spin): 126.2 kcal/mol
Orbital gap: 7.69 eV
Spin multiplicity: 1

=====

[3]
A molecular structure, C42H49BBaN13O at a distorted geometry, computed with ωB97M-V with the def2-TZVPD basis set.

CARTESIAN COORDINATES (ANGSTROEM)
Ba 0.55386 0.43212 0.42596
C -1.12211 -2.58872 -1.76002
C -0.23965 -3.12329 -0.70073
C -0.04980 -4.49810 -0.29675
C 0.90842 -4.51306 0.68993
N 1.44740 -3.22094 0.77632
N 0.73736 -2.40065 -0.09911
B 2.38349 -2.67756 2.00870
N 3.36122 -1.57436 1.62749
C 4.65082 -1.79710 1.17296
C 4.97743 -0.85677 0.22919
C 3.87709 0.03907 0.24815
C 3.83988 1.32447 -0.60790
N 2.97833 -0.29346 1.13121
N 1.44447 -2.05230 3.00533
C 1.20247 -2.53060 4.25454
C 0.15694 -1.79063 4.82733
C -0.19847 -0.81539 3.86814
C -1.19925 0.25576 4.03381
N 0.61926 -0.97151 2.79029
N 3.08058 -3.94141 2.52766
C 3.78976 -4.85722 1.71217
C 4.87016 -5.39674 2.41331
C 4.75192 -4.76986 3.71616
C 5.67316 -4.89686 4.86367
N 3.71426 -3.95067 3.77872
H -2.00188 -3.25936 -2.00490
H -0.44003 -2.50810 -2.62073
H -1.54614 -1.61271 -1.51206
H -0.60453 -5.34553 -0.62105
H 1.27171 -5.34754 1.29609
H 5.31143 -2.57301 1.64770
H 5.84757 -0.87553 -0.40025
H 4.54109 2.13743 -0.27557
H 2.81626 1.72543 -0.67687
H 4.05730 1.02643 -1.69747
H 1.79970 -3.32821 4.69311
H -0.36944 -2.08072 5.76708
H -2.09838 -0.13158 4.65590
H -1.57036 0.75131 3.09659
H -0.77205 1.06620 4.74757
H 3.54484 -4.95069 0.66445
H 5.48619 -6.23912 2.14319
H 6.08338 -3.88741 5.08899
H 6.49694 -5.59064 4.59240
H 5.19374 -5.23040 5.75306
C -1.53590 4.70487 -4.42538
C -2.08064 3.64571 -3.60597
C -1.42921 3.25947 -2.47748
C -0.26775 3.93111 -2.01603
C 0.17778 5.05133 -2.79470
C -0.51434 5.44311 -3.96327
N 0.38672 3.49997 -0.83774
N 1.15535 4.43430 -0.38201
C 1.52961 4.37342 0.95275
C 2.16239 5.56997 1.48428
C 2.57970 5.53916 2.78054
C 2.32729 4.35799 3.50699
C 1.73478 3.23716 2.93733
N 1.34184 3.26822 1.66631
H -2.05500 4.92738 -5.31238
H -3.01553 3.20335 -3.91665
H -1.86026 2.42114 -1.91752
H 0.98748 5.65766 -2.39581
H -0.25849 6.39704 -4.50460
H 2.25997 6.41382 0.79179
H 2.95812 6.45050 3.29301
H 2.67656 4.30115 4.52941
H 1.67636 2.26970 3.45076
C -8.41621 -0.54080 -1.12400
C -7.02826 -0.08880 -0.67298
C -6.68797 1.26271 -0.74914
C -5.44876 1.71189 -0.26468
C -5.34436 3.16096 -0.02405
C -4.38200 0.79565 0.05960
C -3.14037 1.33803 0.41608
O -2.05884 0.68669 0.59621
C -4.75349 -0.62193 0.03522
C -3.88552 -1.70305 0.59571
C -6.01513 -0.99483 -0.35273
H -9.12362 -0.05034 -0.43091
H -8.64516 -1.60924 -1.17087
H -8.61241 -0.13826 -2.14224
H -7.38393 2.04015 -1.03990
H -6.28151 3.62868 -0.48705
H -4.44215 3.51294 -0.42357
H -5.38520 3.54700 0.97771
H -3.11149 2.41452 0.61183
H -2.99413 -1.30163 1.10930
H -3.47320 -2.33104 -0.22082
H -4.32142 -2.34252 1.33986
H -6.21816 -2.04261 -0.36136
C -0.50501 0.52627 -5.98117
C 0.35914 0.12550 -4.78799
C 1.43328 -0.77344 -4.74610
C 1.90445 -0.71398 -3.41207
N 1.25590 0.27710 -2.69354
N 0.24222 0.65546 -3.53010
C 3.00493 -1.58866 -2.91019
H -0.08113 1.39828 -6.47982
H -1.51295 0.69757 -5.56517
H -0.54898 -0.21619 -6.77982
H 1.85834 -1.36353 -5.57752
H -0.41170 1.39818 -3.25206
H 3.12010 -2.49960 -3.56822
H 2.85599 -1.84840 -1.89102
H 3.98550 -1.04669 -2.91983

Values from the calculation:
Total charge: +2
Relative energy (zero: lowest compared OMol25 entry of this formula, charge and spin): 33.7 kcal/mol
Orbital gap (spin up / spin down): 4.12 / 1.84 eV
Spin multiplicity: 2

=====

[4]
2 unconnected molecules or ions with the total composition C2H8N2 at a distorted geometry, computed with ωB97M-V with the def2-TZVPD basis set.

CARTESIAN COORDINATES (ANGSTROEM)
H 1.02002 -1.51417 -2.40269
N 0.65318 -1.60244 -1.47309
C 1.37069 -1.35889 -0.46186
N 0.78247 -0.95130 0.70730
H 2.45454 -1.56541 -0.44364
H 1.28052 -0.56379 1.49344
H 0.04864 -0.33478 0.37696
C -1.53168 1.58014 0.46978
H -0.45699 1.68615 0.60607
H -1.63231 1.43241 -0.61399
H -2.16072 2.44899 0.65427
H -1.82836 0.74310 1.08747

Values from the calculation:
Total charge: 0
Relative energy (zero: lowest compared OMol25 entry of this formula, charge and spin): 14.7 kcal/mol
Orbital gap: 10.05 eV
Spin multiplicity: 1

=====

[5]
A single C6H10N2O2P2 molecule at a distorted geometry, computed with ωB97M-V with the def2-TZVPD basis set.

CARTESIAN COORDINATES (ANGSTROEM)
C -0.61781 -1.11940 -1.01779
C -0.89039 -0.74046 0.27457
C 0.50453 0.72867 -0.59536
C -0.63052 -2.42561 -1.77643
C -1.57122 -1.65286 1.13818
C 1.46348 1.79309 -0.83777
N 0.25641 -0.17529 -1.49049
N -0.28121 0.45639 0.51327
O -0.10092 -2.38627 -2.92906
O -0.99449 -3.44539 -1.28410
P 0.89038 -0.56781 -3.16560
P -0.23560 1.36234 2.05046
H -1.90597 -1.18806 2.19223
H -2.42428 -2.09533 0.63422
H -0.87189 -2.59535 1.29838
H 1.08825 2.43371 -1.72354
H 1.60036 2.31326 0.03641
H 2.42586 1.40541 -1.08440
H 1.41342 0.94706 -3.22377
H -0.32276 -0.11182 -3.65964
H 0.12080 0.25679 2.98510
H -1.59450 1.27982 2.50536

Values from the calculation:
Total charge: 0
Relative energy (zero: lowest compared OMol25 entry of this formula, charge and spin): 10.3 kcal/mol
Orbital gap: 8.14 eV
Spin multiplicity: 1

=====

[6]
A single C3H2Cl4N2 molecule at a distorted geometry, computed with ωB97M-V with the def2-TZVPD basis set.

CARTESIAN COORDINATES (ANGSTROEM)
C 1.57654 -0.02486 -0.10086
C -0.49776 0.23170 -0.78534
C -1.01232 -0.08909 0.58419
N 1.25840 -0.59377 1.04162
N 0.15728 -0.63839 1.53454
Cl -0.55036 1.83856 -1.33277
Cl -0.86481 -0.93022 -2.07309
Cl -1.54679 1.32491 1.56318
Cl -2.31754 -1.36016 0.63471
H 1.90047 -0.64484 -0.99762
H 1.89691 0.88616 -0.06856

Values from the calculation:
Total charge: 0
Relative energy (zero: lowest compared OMol25 entry of this formula, charge and spin): 47.9 kcal/mol
Orbital gap: 8.91 eV
Spin multiplicity: 1